1.
Below is 2 unconnected molecules or ions with the total composition FHO2S, with properties calculated with ωB97M-V with the def2-TZVPD basis set.

Geometry as ORCA input:
```
! wB97M-V def2-TZVPD RIJCOSX def2/J DEFGRID3
* xyz 0 1
S 0.035 -0.803 -0.721
H 0.084 -0.120 0.503
F 1.093 1.014 -2.101
O -1.005 -0.082 -1.439
O -0.120 1.228 -2.667
*
```

For the HOMO-LUMO gap (spin up / spin down), the calculation gives 9.403 / 8.671 eV. The calculation puts the LUMO energy (spin up / spin down) at -1.54 / -1.22 eV. The energy above the lowest of the compared OMol25 structures with the same formula, charge and spin is 6.799 eV.

For each atom in turn, the Mulliken charge in e is: 0.285 0.179 -0.094 -0.323 -0.047

***

2.
Below is a molecular structure, C9H14ClI2NOPSW, with properties calculated with ωB97M-V with the def2-TZVPD basis set.

Geometry as ORCA input:
```
! wB97M-V def2-TZVPD RIJCOSX def2/J DEFGRID3
* xyz 3 3
O -3.416 -1.355 -0.253
H 3.911 3.468 3.190
Cl 1.341 -0.096 0.265
C 0.683 2.790 2.465
H 0.510 -3.130 -3.091
C 1.828 2.967 3.246
I -5.148 1.113 -1.746
H -2.609 -2.604 -2.478
C 0.745 2.951 1.090
H -2.610 -3.309 -0.842
C 0.411 -2.061 -2.797
C 3.014 3.307 2.612
H 1.282 -2.764 0.111
C -1.995 -3.106 -1.727
W -0.836 0.403 -0.171
H -0.299 -3.257 0.797
H 1.771 2.853 4.326
H -1.591 -4.047 -2.127
H 2.014 3.161 -0.525
S -0.655 2.665 -0.019
H -0.270 2.510 2.879
C 3.089 3.430 1.246
H -0.126 -1.496 -3.574
P -0.576 -2.028 -1.281
H 1.387 -1.603 -2.597
I -5.969 0.279 0.845
H 0.365 -4.158 -0.631
C -2.492 -0.605 -0.245
H 3.981 3.711 0.670
N 1.968 3.177 0.489
C 0.292 -3.167 -0.128
*
```

For the HOMO-LUMO gap (spin up / spin down), the calculation gives 5.886 / 4.203 eV. The calculation puts the LUMO energy (spin up / spin down) at -12.51 / -13.85 eV. The energy above the lowest of the compared OMol25 structures with the same formula, charge and spin is 1.174 eV.

Mulliken atomic charge list, values in e, 8 entries: -0.421 0.427 -0.292 -0.160 0.406 -0.298 0.348 0.413

***

3.
Below is a gas-phase ion, C4H7N2O (charge +1), with properties calculated with ωB97M-V with the def2-TZVPD basis set.

Geometry as ORCA input:
```
! wB97M-V def2-TZVPD RIJCOSX def2/J DEFGRID3
* xyz 1 1
H 3.042 1.939 -0.001
H -1.604 -1.816 2.540
C -0.780 0.139 -1.313
H -2.338 -2.272 0.972
N 0.386 0.610 -1.242
H -0.483 -0.068 1.206
H -1.156 0.230 -2.386
H 1.755 2.540 -1.117
C -1.034 -0.918 0.757
N -1.658 -1.784 1.514
O -1.421 -0.840 -0.467
H 1.691 -0.159 0.382
C 2.180 1.765 -0.484
C 1.420 0.634 -0.362
*
```

For the HOMO-LUMO gap, the calculation gives 8.243 eV. As for the SMILES: C=C/N=C\OC=[NH2+]. The calculation puts the LUMO energy at -4.99 eV. The energy above the lowest of the compared OMol25 structures with the same formula, charge and spin is 3.227 eV.

Mulliken atomic charge list, values in e, 8 entries: 0.347 0.294 -0.004 0.280 -0.332 0.410 0.358 0.256

***

4.
Below is C5H6S3 in the gas phase, with properties calculated with ωB97M-V with the def2-TZVPD basis set.

Geometry as ORCA input:
```
! wB97M-V def2-TZVPD RIJCOSX def2/J DEFGRID3
* xyz 0 1
H 0.738 -1.492 -0.408
H 0.570 0.640 -2.753
C 0.230 -0.046 -2.028
S -1.686 -1.319 0.825
H -1.291 1.068 1.183
S 0.627 0.952 2.976
H -2.033 -1.046 2.203
H -0.158 -0.756 -2.724
C -0.753 0.226 0.698
S 2.012 -0.073 0.504
C -0.088 0.565 -0.671
H 0.319 1.557 -0.445
C 0.532 0.264 1.465
C 0.981 -0.540 -0.825
*
```

For the HOMO-LUMO gap, the calculation gives 8.188 eV. As for the SMILES: S=C1S[C@@H]2C[C@H]2[C@H]1S. The calculation puts the LUMO energy at -0.58 eV. The energy above the lowest of the compared OMol25 structures with the same formula, charge and spin is 4.065 eV.

Mulliken atomic charge list, values in e, 8 entries: 0.311 0.261 -0.626 -0.198 0.414 -0.196 0.175 0.267

***

5.
Below is C2H4N4 in the gas phase, with properties calculated with ωB97M-V with the def2-TZVPD basis set.

Geometry as ORCA input:
```
! wB97M-V def2-TZVPD RIJCOSX def2/J DEFGRID3
* xyz 0 1
H 2.034 1.528 0.755
H -2.362 0.381 0.541
C 0.642 -0.728 -0.688
C -0.450 -0.119 0.049
N 0.060 0.891 0.750
H 1.062 -1.697 -0.859
N 1.356 0.864 0.445
H -2.251 -0.729 -0.705
N -1.820 -0.379 0.138
N 1.730 -0.012 -0.425
*
```

For the HOMO-LUMO gap, the calculation gives 9.872 eV. As for the SMILES: Nc1cn[nH]n1. The calculation puts the LUMO energy at 1.17 eV. The energy above the lowest of the compared OMol25 structures with the same formula, charge and spin is 1.533 eV.

Mulliken atomic charge list, values in e, 8 entries: 0.243 0.267 -0.300 0.542 -0.654 0.302 0.400 0.240

***

6.
Below is a molecular structure, C26H48OP2Tl, with properties calculated with ωB97M-V with the def2-TZVPD basis set.

Geometry as ORCA input:
```
! wB97M-V def2-TZVPD RIJCOSX def2/J DEFGRID3
* xyz 1 1
H 0.812 -7.566 -2.698
H -0.955 4.503 1.112
H -0.065 -3.568 4.047
H 2.189 -6.139 2.180
C -0.512 2.570 -1.072
H 3.745 -3.813 -1.670
C -2.283 1.107 -1.189
C -0.338 -7.368 -0.872
H 3.467 -7.222 0.534
H 0.961 -4.781 3.192
H 1.608 -3.145 3.572
H -1.342 2.095 -4.013
O 2.680 0.322 0.401
C -0.856 1.378 -3.334
H 1.793 -5.130 -2.603
H 2.992 -3.024 -3.097
C 4.817 0.568 1.375
C 0.712 -3.714 3.284
C 1.624 -6.858 1.558
H -0.808 -2.606 -2.037
C -0.006 -3.318 -2.312
C -2.277 1.687 0.105
H 0.227 1.458 -3.503
C 2.377 -5.936 -0.712
C 0.408 -6.745 -2.075
H -4.062 2.182 1.184
H -3.572 -0.570 -0.900
C 0.706 3.334 -1.401
C -0.559 -6.460 0.294
H 2.830 2.309 2.212
H -1.185 0.375 -3.635
H 1.594 2.919 -0.898
H -2.864 -0.455 -2.528
C -1.196 1.659 -1.923
H -1.407 3.186 2.212
H 5.236 -0.157 0.672
H 3.269 -0.712 2.124
H -1.337 -7.676 -1.228
H 0.160 -8.301 -0.571
C -1.598 -3.650 1.516
H -2.253 -2.919 2.025
C 2.412 -7.087 0.237
H 0.893 3.322 -2.479
H -0.270 -6.129 2.367
H 0.608 4.382 -1.088
C 3.342 0.285 1.632
H -4.183 0.623 -2.053
C 1.083 -3.844 0.381
C -1.183 2.592 0.178
H -1.717 -4.633 1.999
H -1.525 -5.940 0.282
C 0.206 -6.407 1.415
H 4.919 1.552 0.898
H 5.411 0.559 2.293
C -3.257 1.432 1.182
H 2.115 -8.040 -0.221
C 2.753 1.290 2.618
H 3.227 -5.255 -0.591
H 0.297 -3.127 -3.355
C -0.803 3.434 1.331
C 1.518 -5.779 -1.752
H 2.000 -4.231 0.845
H -3.727 0.450 1.061
H 1.690 1.099 2.802
Tl 0.883 -0.918 -0.192
P 0.087 -2.965 1.735
P 1.451 -3.090 -1.244
H -0.382 -4.348 -2.223
H 3.282 1.267 3.579
H -1.894 -3.703 0.456
H 1.637 -7.795 2.144
C -3.269 0.127 -1.692
H 3.553 -2.041 -1.715
H 0.258 3.303 1.592
H -2.777 1.469 2.167
H 0.457 -4.686 0.080
C 3.086 -3.001 -1.999
H -0.335 -6.256 -2.724
*
```

For the HOMO-LUMO gap (spin up / spin down), the calculation gives 4.738 / 5.976 eV. The calculation puts the LUMO energy (spin up / spin down) at -4.44 / -3.12 eV. The energy above the lowest of the compared OMol25 structures with the same formula, charge and spin is 0.000 eV.

Mulliken atomic charge list, values in e, 8 entries: 0.339 0.344 0.447 0.330 0.608 0.412 0.668 -0.986